The following is a DFT calculation (ωB97M-V/def2-TZVPD) of a single C5H5N molecule.

Last column: Mulliken charge in e.
Positions of all 11 atoms, in Å:
C 1.0849 -0.0407 0.3462  -0.654
C -0.0263 0.9636 0.2767  -0.212
C 0.3236 0.4304 -1.0614  -0.292
N -0.5773 -0.7501 -0.9092  -0.536
C -1.0865 -0.1458 0.3474  -0.417
C 0.0496 -1.1625 0.3350  0.045
H 1.9628 -0.0081 1.0207  0.397
H 0.0626 1.9919 0.5972  0.493
H 0.1675 0.9803 -2.0136  0.378
H -2.1583 -0.0390 0.5042  0.393
H 0.1974 -2.2199 0.5568  0.404

Cartesian forces, eV/Å:
0.1 0.2 -0.6
-0.3 0.4 0.2
0.5 0.1 0.0
-0.3 0.1 -0.3
-0.5 -0.1 0.5
-0.3 -0.3 0.2
-0.2 0.3 -1.2
-0.3 -0.1 0.1
1.5 -0.3 0.6
0.2 -0.6 0.4
-0.4 0.3 0.1

**Max |F|**: 1.59 eV Å⁻¹
**Lowest unoccupied orbital energy**: 1.214 eV
**E_HOMO**: -8.851 eV
**Energy above the lowest of the compared OMol25 structures with the same formula, charge and spin**: 136.81 kcal/mol
**Frontier orbital gap**: 10.07 eV
**Electronic energy**: -248.0570 hartree
**Spin multiplicity**: 1
**Charge**: 0

The following is a DFT calculation (ωB97M-V/def2-TZVPD) of 2 unconnected molecules or ions with the total composition C4H9NS.

Last column: Mulliken charge in e.
Positions of all 15 atoms, in Å:
C 1.3799 2.1929 0.1778  -0.394
C 1.4886 0.9061 0.3104  -0.090
C -1.0848 -1.4431 0.6280  -0.905
C -1.1383 -0.1118 -0.1031  -0.681
N 2.9276 -1.1226 -0.5773  -0.508
S 2.2875 -0.4621 0.6786  0.157
H 2.1978 2.8714 0.3929  0.269
H 0.4700 2.6633 -0.1564  0.266
H -0.8910 -2.2547 -0.0718  0.262
H -2.0325 -1.6396 1.1274  0.335
H -0.2966 -1.4441 1.3794  0.250
H -0.2488 0.0428 -0.7052  0.210
H -1.9976 -0.0952 -0.7770  0.370
H -1.2426 0.7105 0.5990  0.223
H 3.0470 -0.5339 -1.3918  0.238

Cartesian forces, eV/Å:
-0.2 0.4 -0.1
1.5 -1.0 1.1
0.0 0.1 -0.1
-0.6 -0.3 -0.2
0.2 -0.7 0.7
-0.5 1.1 -1.4
0.2 -0.1 0.0
-0.3 0.0 0.0
0.0 -0.1 0.0
0.0 -0.1 0.1
0.0 -0.1 0.1
-0.1 0.0 -0.1
0.0 0.1 0.0
0.0 0.2 0.0
-0.2 0.3 0.0

**Max |F|**: 2.08 eV Å⁻¹
**Lowest unoccupied orbital energy (spin up / spin down)**: -0.061 / -0.062 eV
**E_HOMO (spin up / spin down)**: -8.384 / -8.383 eV
**Energy above the lowest of the compared OMol25 structures with the same formula, charge and spin**: 90.70 kcal/mol
**Frontier orbital gap (spin up / spin down)**: 8.32 / 8.32 eV
**Electronic energy**: -610.6091 hartree
**Spin multiplicity**: 1
**Charge**: 0

The following is a DFT calculation (ωB97M-V/def2-TZVPD) of a molecular structure, AlH10O5.

Last column: Mulliken charge in e.
Positions of all 16 atoms, in Å:
Al 0.3825 -0.3556 0.2861  1.314
O 0.1625 -1.5201 -1.5329  -0.429
H 0.2559 -2.4721 -1.4995  0.378
H -0.1792 -1.3431 -2.4093  0.375
O 0.0979 1.7827 0.5542  -0.430
H -0.6216 2.4096 0.6286  0.326
H 0.8894 2.3189 0.6013  0.413
O 0.6546 0.2882 2.3213  -0.421
H 1.4099 0.7790 2.6450  0.416
H 0.4807 -0.3615 3.0023  0.385
O 0.6791 0.8956 -1.4887  -0.467
H 1.2105 1.5726 -1.9077  0.362
H -0.1802 0.9744 -1.9029  0.392
O -1.4451 -1.4572 0.3813  -0.430
H -1.5164 -2.4029 0.2512  0.416
H -2.2804 -1.1085 0.0698  0.401

Cartesian forces, eV/Å:
-2.4 2.4 -1.4
1.0 0.0 2.0
0.3 -0.9 -0.1
0.0 0.6 -0.9
-0.4 -0.8 0.5
-1.0 0.3 0.3
0.6 0.5 -0.1
-0.6 -2.2 -2.3
1.0 0.7 0.2
-0.3 -0.8 1.0
0.1 -2.0 0.1
1.0 0.5 -0.2
-0.6 0.3 -0.5
1.9 1.7 1.1
0.1 -1.0 0.1
-0.9 0.7 0.0

**Max |F|**: 3.67 eV Å⁻¹
**Lowest unoccupied orbital energy**: -16.289 eV
**E_HOMO**: -25.089 eV
**Energy above the lowest of the compared OMol25 structures with the same formula, charge and spin**: 25.08 kcal/mol
**Frontier orbital gap**: 8.80 eV
**Electronic energy**: -623.4109 hartree
**Spin multiplicity**: 1
**Charge**: +3

The following is a DFT calculation (ωB97M-V/def2-TZVPD) of a single C4H6OS2 molecule.

Last column: Mulliken charge in e.
Positions of all 13 atoms, in Å:
S -2.8461 -0.4270 0.2764  -0.215
C -1.1938 -0.0968 -0.2830  0.551
O -0.5349 -0.8512 -1.2623  -0.446
C -0.0371 -1.0449 0.0400  -0.279
C 1.2215 -0.3257 0.4387  -0.590
C 1.1269 1.0122 -0.2981  -0.652
S -0.6159 1.6445 -0.0631  -0.169
H -3.2316 0.8240 -0.0573  0.112
H -0.2235 -2.1006 0.4578  0.404
H 2.1294 -0.8550 0.3776  0.379
H 1.0963 -0.4200 1.5836  0.219
H 1.8493 1.7999 0.0961  0.370
H 1.2596 0.8405 -1.3064  0.316

Cartesian forces, eV/Å:
0.0 0.5 -0.5
2.0 -0.5 1.7
-0.4 0.2 -1.3
-1.3 -1.2 0.7
-2.0 -0.1 2.0
0.4 1.6 3.6
0.6 -1.4 -0.5
-0.3 -0.4 0.1
0.2 1.7 -0.6
1.2 -0.7 -1.2
0.1 1.4 -1.3
-1.0 -1.0 -0.6
0.4 -0.2 -2.1

**Max |F|**: 3.95 eV Å⁻¹
**Lowest unoccupied orbital energy**: 0.726 eV
**E_HOMO**: -9.056 eV
**Energy above the lowest of the compared OMol25 structures with the same formula, charge and spin**: 43.43 kcal/mol
**Frontier orbital gap**: 9.78 eV
**Electronic energy**: -1027.5623 hartree
**Spin multiplicity**: 1
**Charge**: 0

The following is a DFT calculation (ωB97M-V/def2-TZVPD) of a molecular structure, C3H6Br2O.

Last column: Mulliken charge in e.
Positions of all 12 atoms, in Å:
C 1.9361 -0.1887 -1.2485  -0.783
C -0.8879 -0.1579 1.6278  -0.005
C -1.8056 0.3181 0.4780  -0.217
O -0.8576 -1.2630 2.0818  -0.385
Br -1.0666 1.9728 -0.3095  -0.073
Br -1.7414 -1.0549 -0.8785  -0.044
H 1.0987 -0.7684 -0.8642  0.083
H 1.8285 0.7287 -0.5873  0.173
H 1.8213 -0.0272 -2.3166  0.245
H -0.3410 0.6579 2.0990  0.340
H -2.8572 0.4779 0.8598  0.371
H 2.8727 -0.6954 -0.9417  0.295

Cartesian forces, eV/Å:
-0.1 0.6 2.1
-0.6 0.3 0.6
0.1 -0.2 -0.1
-0.1 0.1 -0.6
-0.5 -0.4 0.6
-0.6 0.0 0.0
0.1 -0.5 -0.4
0.5 -0.6 -1.3
0.2 0.2 0.2
0.4 0.4 0.1
1.2 -0.1 -0.6
-0.5 0.3 -0.5

**Max |F|**: 2.16 eV Å⁻¹
**Lowest unoccupied orbital energy**: -0.082 eV
**E_HOMO**: -10.443 eV
**Energy above the lowest of the compared OMol25 structures with the same formula, charge and spin**: 17.43 kcal/mol
**Frontier orbital gap**: 10.36 eV
**Electronic energy**: -5341.1345 hartree
**Spin multiplicity**: 1
**Charge**: 0

The following is a DFT calculation (ωB97M-V/def2-TZVPD) of a molecular structure, C3H5O2SSi.

Last column: Mulliken charge in e.
Positions of all 12 atoms, in Å:
C -1.0465 -0.0195 0.8489  -0.189
C -0.4114 -0.8149 0.2634  -0.714
C -2.8194 0.3757 0.0923  0.713
O -2.6039 1.3448 -0.5386  -0.459
O -3.4859 -0.4705 0.5699  -0.466
Si 2.3149 0.1532 -0.5762  0.468
S 2.1418 -1.1605 1.0669  -0.600
H -0.9311 0.8935 1.4032  0.347
H -0.2942 -1.7154 -0.1913  0.481
H 2.2398 -0.2702 -1.9700  -0.185
H 1.1934 1.0407 -0.3177  -0.168
H 3.7024 0.6430 -0.6508  -0.229

Cartesian forces, eV/Å:
-1.6 5.0 2.9
2.2 -3.2 -1.2
-0.1 -0.4 0.0
-0.2 0.6 -0.5
-0.9 -0.3 0.0
0.4 -1.1 1.5
0.0 0.1 -0.9
-0.1 -0.3 0.3
0.6 -1.8 -1.3
-0.5 -0.5 -0.6
0.1 1.1 -0.5
0.2 0.8 0.2

**Max |F|**: 6.05 eV Å⁻¹
**Lowest unoccupied orbital energy (spin up / spin down)**: 3.540 / 3.540 eV
**E_HOMO (spin up / spin down)**: -3.593 / -3.592 eV
**Energy above the lowest of the compared OMol25 structures with the same formula, charge and spin**: 34.91 kcal/mol
**Frontier orbital gap (spin up / spin down)**: 7.13 / 7.13 eV
**Electronic energy**: -955.4281 hartree
**Spin multiplicity**: 1
**Charge**: -1